Below is an isolated ion of composition C6H6NO and charge +1 in a non-equilibrium geometry, with properties calculated with the ωB97M-V functional and the def2-TZVPD basis.

Summary:
spin multiplicity = 3
strongest force on any atom = 5.5 eV Å⁻¹
net charge = +1
expectation value of S² = 2.040
LUMO level (spin up / spin down) = -0.203 / -0.311 hartree
E_tot = -9841.6139 eV
relative energy (zero: lowest compared OMol25 entry of this formula, charge and spin) = 57.60 kcal/mol
HOMO energy (spin up / spin down) = -12.92 / -15.16 eV

Atoms and positions in Å:
O -2.41 -2.34 0.15
H 0.26 2.31 -1.64
N -1.41 -0.26 0.41
C -1.62 -1.60 0.46
H 0.41 0.42 1.63
C -0.04 -0.18 0.66
C 0.66 0.80 -0.15
C -1.47 1.23 -1.09
H 0.39 -2.48 0.36
C -0.14 1.48 -1.10
H 1.77 1.05 0.06
H 0.04 -1.96 2.00
C -0.09 -1.69 1.00
H -2.37 1.30 -1.64

Löwdin atomic charge list, values in e, 6 entries: O 0.346; H 0.133; N 0.203; C -0.394; H 0.219; C -0.337